DFT (ωB97M-V/def2-TZVPD) results for a cluster of 3 separate species, C2H10NO in total in a non-equilibrium geometry.

The calculation puts the LUMO energy at -10.236 eV. The value obtained for the gap between HOMO and LUMO is 4.9 eV. The charge is +1. The total energy comes out at -211.65158 Ha. The value obtained for the HOMO energy is -0.5562 hartree. The maximum force comes out at 3.1 eV/A. As for the energy above the lowest of the compared OMol25 structures with the same formula, charge and spin: 805.6 kJ/mol.

Last column: Löwdin charge in e.
Element x y z (Å)
1 C -0.006 -0.680 2.125  -0.05
2 N 1.222 -1.133 1.503  0.25
3 C -0.697 1.677 -2.191  0.02
4 H -0.914 -1.239 1.780  0.14
5 H -0.009 0.352 1.897  0.11
6 H 0.015 -0.738 3.170  0.08
7 H -1.040 2.135 -1.202  0.06
8 H 1.135 -0.889 0.539  0.04
9 H 0.287 2.176 -2.615  0.09
10 H -0.502 0.582 -1.917  0.01
11 H -1.415 1.650 -3.036  0.05
12 H 1.971 -1.619 1.945  0.14
13 H 0.038 -1.533 -1.266  0.05
14 O -0.085 -0.742 -0.732  0.00

DFT (ωB97M-V/def2-TZVPD) results for a structure of composition C3H9BS in a non-equilibrium geometry.

The calculation puts the LUMO energy at 0.410 eV. The value obtained for the gap between HOMO and LUMO is 8.4 eV. The charge is 0. The total energy comes out at -542.67868 Ha. The value obtained for the HOMO energy is -0.2953 hartree. The maximum force comes out at 4.3 eV/A. As for the energy above the lowest of the compared OMol25 structures with the same formula, charge and spin: 177.4 kJ/mol.

Last column: Löwdin charge in e.
Element x y z (Å)
1 B 0.404 -0.180 0.663  -0.33
2 C -0.389 1.098 0.892  -0.08
3 C 1.292 -0.993 1.556  -0.07
4 C -1.058 -0.041 -2.249  -0.57
5 S 0.523 -0.569 -1.711  0.59
6 H -0.598 1.349 1.853  0.03
7 H -1.411 0.993 0.573  0.07
8 H 0.124 1.850 0.297  0.09
9 H 1.031 -1.951 1.971  0.06
10 H 1.745 -0.511 2.425  0.07
11 H 2.171 -1.378 0.895  0.10
12 H -0.862 0.001 -3.318  0.01
13 H -1.166 1.025 -1.837  0.05
14 H -1.805 -0.693 -2.013  -0.02

DFT (ωB97M-V/def2-TZVPD) results for a structure of composition C9H13O5PPt in a non-equilibrium geometry.

The calculation puts the LUMO energy (alpha / beta) at -9.274 / -11.791 eV. The value obtained for the gap between HOMO and LUMO (alpha / beta) is 5.0 / 2.8 eV. The charge is +2. The total energy comes out at -1186.68053 Ha. As for the multiplicity: 3. The value obtained for the HOMO energy (alpha / beta) is -0.5244 / -0.5356 hartree. The maximum force comes out at 6.5 eV/A. As for the energy above the lowest of the compared OMol25 structures with the same formula, charge and spin: 486.1 kJ/mol.

Last column: Löwdin charge in e.
Element x y z (Å)
1 Pt -0.476 0.135 -0.785  1.36
2 O -1.112 -2.841 -0.518  0.26
3 C -0.884 -1.717 -0.637  -0.20
4 C 0.044 1.965 -0.755  -0.21
5 O 0.378 3.068 -0.708  0.25
6 C -2.031 0.560 0.230  -0.20
7 O -2.961 0.814 0.864  0.26
8 C 1.055 -0.285 -1.838  -0.20
9 O 1.994 -0.542 -2.456  0.26
10 C -3.272 0.213 -5.095  -0.04
11 H -2.746 -0.508 -5.711  0.05
12 H -4.237 -0.100 -4.712  0.05
13 C -2.934 1.552 -5.138  -0.04
14 H -3.630 2.308 -4.789  0.05
15 H -2.139 1.900 -5.788  0.05
16 C 2.421 0.301 3.682  -0.14
17 P 1.408 0.053 2.178  0.80
18 C 2.664 -1.105 1.522  -0.13
19 C 0.033 -0.576 3.209  -0.12
20 O 0.550 -0.156 0.906  -0.61
21 H 3.306 -0.297 3.618  0.06
22 H 1.857 0.013 4.544  0.05
23 H 2.694 1.333 3.762  0.07
24 H 3.155 -1.597 2.336  0.06
25 H 2.187 -1.833 0.900  0.05
26 H 3.384 -0.561 0.947  0.07
27 H -0.828 0.045 3.073  0.05
28 H -0.201 -1.579 2.918  0.07
29 H 0.324 -0.562 4.239  0.04

DFT (ωB97M-V/def2-TZVPD) results for a structure of composition C4H6MgO5Y in a non-equilibrium geometry.

The calculation puts the LUMO energy (alpha / beta) at -9.904 / -9.109 eV. The value obtained for the gap between HOMO and LUMO (alpha / beta) is 4.2 / 6.3 eV. The charge is +2. The total energy comes out at -769.73894 Ha. As for the multiplicity: 2. The value obtained for the HOMO energy (alpha / beta) is -0.5195 / -0.5659 hartree. The maximum force comes out at 3.8 eV/A.

Last column: Löwdin charge in e.
Element x y z (Å)
1 C 0.451 3.097 -1.430  -0.46
2 O -0.028 2.289 -2.175  -0.14
3 O 0.597 4.252 -1.324  0.21
4 Y -1.237 2.713 -4.355  1.53
5 O -1.621 -2.307 -0.465  -0.25
6 O -0.787 0.808 0.641  -0.17
7 C 0.501 0.658 1.071  -0.18
8 C 0.561 -0.828 1.469  -0.14
9 O 0.413 -1.579 0.263  -0.18
10 C -0.529 -2.704 0.229  -0.34
11 Mg -1.169 -0.463 -0.769  1.06
12 H 0.726 1.954 1.040  0.28
13 H 1.553 0.765 0.720  0.18
14 H -0.262 -1.086 2.155  0.16
15 H 1.532 -1.060 1.932  0.15
16 H 0.028 -3.513 -0.279  0.15
17 H -0.730 -2.995 1.278  0.14

DFT (ωB97M-V/def2-TZVPD) results for a cluster of 7 separate species, C20H36N4O6S3 in total in a non-equilibrium geometry.

The calculation puts the LUMO energy at 0.256 eV. The value obtained for the gap between HOMO and LUMO is 10.3 eV. The charge is 0. The SMILES is O=S1(=O)CCCC1.O=S1(=O)CCCC1.O=S1(=O)CCCC1.CC#N.CC#N.CC#N.CC#N. The total energy comes out at -2648.60794 Ha. The value obtained for the HOMO energy is -0.3692 hartree. The maximum force comes out at 4.6 eV/A.

Last column: Löwdin charge in e.
Element x y z (Å)
1 O -1.955 2.214 -6.230  -0.33
2 S -1.416 1.766 -4.961  0.64
3 O -0.022 1.930 -4.733  -0.33
4 C -2.397 2.442 -3.625  -0.23
5 C -3.392 1.357 -3.212  -0.20
6 C -2.536 0.077 -3.248  -0.23
7 C -1.846 0.047 -4.606  -0.21
8 H -2.987 3.249 -4.090  0.11
9 H -1.651 2.752 -2.910  0.09
10 H -3.691 1.613 -2.147  0.12
11 H -4.241 1.288 -3.870  0.11
12 H -3.103 -0.816 -2.993  0.11
13 H -1.751 0.101 -2.507  0.08
14 H -2.582 -0.267 -5.320  0.10
15 H -0.869 -0.428 -4.556  0.10
16 O 2.432 -1.453 -1.449  -0.32
17 S 3.769 -1.179 -1.889  0.67
18 O 4.903 -1.261 -0.978  -0.34
19 C 3.933 -2.178 -3.424  -0.16
20 C 3.420 -1.203 -4.506  -0.19
21 C 2.865 0.093 -3.876  -0.24
22 C 3.755 0.386 -2.666  -0.24
23 H 3.287 -2.968 -3.228  0.07
24 H 4.939 -2.437 -3.544  0.08
25 H 4.266 -0.781 -5.051  0.11
26 H 2.661 -1.667 -5.125  0.11
27 H 1.797 -0.010 -3.617  0.10
28 H 2.986 0.935 -4.540  0.11
29 H 3.343 1.133 -1.970  0.08
30 H 4.783 0.586 -3.040  0.13
31 O -1.355 -1.127 3.584  -0.34
32 S -0.475 -0.043 4.031  0.66
33 O 0.796 0.028 3.328  -0.34
34 C -1.413 1.459 4.003  -0.22
35 C -1.621 1.972 5.448  -0.17
36 C -1.357 0.738 6.422  -0.20
37 C -0.229 -0.012 5.756  -0.27
38 H -2.366 1.097 3.552  0.11
39 H -0.915 2.135 3.365  0.08
40 H -0.984 2.796 5.748  0.10
41 H -2.653 2.324 5.571  0.11
42 H -2.280 0.204 6.436  0.06
43 H -1.058 1.138 7.405  0.12
44 H -0.178 -1.066 6.099  0.12
45 H 0.746 0.467 6.018  0.13
46 C 1.738 2.740 1.049  -0.05
47 C 1.402 2.404 -0.324  -0.24
48 N 1.108 2.094 -1.399  0.18
49 H 1.173 3.597 1.393  0.08
50 H 2.788 2.986 1.185  0.09
51 H 1.498 1.915 1.692  0.05
52 C 3.103 -3.181 1.054  -0.07
53 C 2.637 -4.211 0.139  -0.29
54 N 2.361 -5.101 -0.519  0.13
55 H 2.364 -2.447 1.285  0.06
56 H 3.987 -2.699 0.588  0.07
57 H 3.349 -3.617 2.018  0.08
58 C -4.507 -1.688 3.197  -0.05
59 C -4.473 -0.863 4.425  -0.26
60 N -4.388 -0.253 5.361  0.15
61 H -5.091 -2.570 3.345  0.07
62 H -3.458 -2.043 3.021  0.07
63 H -4.753 -1.117 2.291  0.09
64 C -0.358 -0.937 0.241  -0.06
65 C -1.333 0.122 0.205  -0.31
66 N -2.006 1.043 0.149  0.15
67 H -0.863 -1.782 -0.270  0.11
68 H -0.176 -1.219 1.284  0.06
69 H 0.539 -0.605 -0.268  0.05

DFT (ωB97M-V/def2-TZVPD) results for an isolated molecule of C25H38N4O4S in a non-equilibrium geometry.

The calculation puts the LUMO energy at -0.218 eV. The value obtained for the gap between HOMO and LUMO is 7.7 eV. The charge is 0. The SMILES is CCN(CC)CCCNC(=O)c1cn(C)c2ccc(S(=O)(=O)N(C)C3CCCCC3)cc2c1=O. The total energy comes out at -1893.63607 Ha. The value obtained for the HOMO energy is -0.2901 hartree. The maximum force comes out at 1.2 eV/A. As for the energy above the lowest of the compared OMol25 structures with the same formula, charge and spin: 15.8 kJ/mol.

Last column: Löwdin charge in e.
Element x y z (Å)
1 C 1.166 -3.606 1.960  -0.08
2 C 2.479 -2.884 2.292  -0.25
3 N 2.665 -2.424 3.651  -0.20
4 C 2.869 -3.468 4.634  -0.27
5 C 3.633 -2.951 5.850  -0.09
6 C 1.821 -1.323 4.064  -0.19
7 C 0.466 -1.681 4.709  -0.16
8 C -0.514 -0.509 4.638  -0.17
9 N -0.985 -0.308 3.290  0.08
10 C -2.268 -0.450 2.931  -0.45
11 O -3.191 -0.633 3.710  0.04
12 C -2.515 -0.347 1.454  -0.02
13 C -3.820 -0.358 1.069  0.03
14 N -4.255 -0.288 -0.202  -0.08
15 C -5.674 -0.287 -0.475  -0.02
16 C -3.339 -0.236 -1.228  -0.13
17 C -3.740 -0.175 -2.572  0.01
18 C -2.800 -0.134 -3.578  -0.04
19 C -1.447 -0.168 -3.271  -0.24
20 S -0.242 -0.059 -4.600  0.67
21 O 0.942 -0.754 -4.197  -0.27
22 O -0.898 -0.444 -5.815  -0.28
23 N 0.124 1.553 -4.720  -0.25
24 C -0.896 2.381 -5.307  -0.08
25 C 1.023 2.103 -3.724  -0.35
26 C 0.326 2.892 -2.613  -0.15
27 C 1.351 3.292 -1.554  -0.19
28 C 2.458 4.136 -2.176  -0.21
29 C 3.130 3.384 -3.322  -0.19
30 C 2.102 2.975 -4.373  -0.14
31 C -1.031 -0.229 -1.965  0.01
32 C -1.963 -0.249 -0.924  -0.04
33 C -1.465 -0.266 0.461  -0.31
34 O -0.260 -0.206 0.705  0.03
35 H 0.324 -2.919 1.996  0.05
36 H 0.989 -4.427 2.652  0.07
37 H 1.224 -4.013 0.953  0.07
38 H 3.315 -3.554 2.067  0.11
39 H 2.569 -2.012 1.637  0.11
40 H 1.928 -3.934 4.971  0.11
41 H 3.467 -4.247 4.155  0.12
42 H 4.529 -2.428 5.527  0.08
43 H 3.922 -3.785 6.486  0.07
44 H 3.025 -2.268 6.438  0.06
45 H 1.651 -0.712 3.176  0.11
46 H 2.388 -0.710 4.775  0.12
47 H 0.019 -2.535 4.201  0.10
48 H 0.613 -1.952 5.755  0.11
49 H -1.395 -0.705 5.254  0.12
50 H -0.029 0.407 4.995  0.13
51 H -0.301 -0.214 2.543  0.09
52 H -4.569 -0.425 1.847  0.14
53 H -5.965 0.628 -0.994  0.10
54 H -6.218 -0.341 0.465  0.10
55 H -5.949 -1.148 -1.087  0.10
56 H -4.785 -0.164 -2.832  0.10
57 H -3.091 -0.098 -4.616  0.12
58 H -0.445 3.276 -5.733  0.09
59 H -1.350 1.799 -6.106  0.08
60 H -1.671 2.672 -4.588  0.09
61 H 1.514 1.227 -3.291  0.13
62 H -0.465 2.290 -2.159  0.10
63 H -0.128 3.793 -3.033  0.12
64 H 0.858 3.853 -0.757  0.11
65 H 1.780 2.391 -1.111  0.12
66 H 3.199 4.393 -1.417  0.11
67 H 2.032 5.068 -2.556  0.11
68 H 3.619 2.490 -2.932  0.12
69 H 3.896 4.013 -3.780  0.11
70 H 1.646 3.869 -4.804  0.11
71 H 2.579 2.413 -5.177  0.12
72 H 0.019 -0.274 -1.721  0.13